(1)
91
Properties=species:S:1:pos:R:3:lowdin_charge:R:1 method="wB97M-V/def2-TZVPD" charge=-2 fmax_ev_per_a=2.88 e_lumo_ev=3.320 homo_energy_ev=-2.0
Cs 0.208 -1.295 -0.061 1.06
I 2.828 -7.568 0.175 0.79
Sb 1.306 1.876 -0.268 0.95
Cl 1.892 -0.293 4.644 0.66
Cl 6.411 -2.590 2.746 0.60
Cl 4.656 -1.668 5.164 0.60
Cl 5.454 -2.005 -0.174 0.67
S -2.224 -1.563 -2.036 0.34
Si 3.640 2.878 -0.066 0.32
Si 0.345 3.218 1.700 0.34
Si 0.478 3.605 -2.062 0.32
O 1.251 0.038 1.770 -0.56
O 2.724 -0.832 -0.317 -0.48
N -4.938 -0.819 -1.559 -0.05
N 2.682 -3.537 -1.021 -0.04
N -3.191 -3.536 -0.359 0.02
N 2.188 -4.061 -2.144 0.05
N -2.025 -3.852 -0.059 0.02
N -4.651 -1.961 -0.934 0.02
C -0.057 5.063 1.369 -0.23
C 2.874 -0.782 3.297 -0.61
C -8.477 -0.175 -0.817 -0.12
C 2.376 -0.546 2.010 -0.52
C -8.642 1.077 -1.396 -0.14
C -6.331 1.049 -2.076 -0.04
C 2.130 -5.367 -1.937 -0.23
C 2.938 -4.466 -0.081 -0.17
C 0.990 2.831 -3.730 -0.25
C -0.846 -5.364 1.368 -0.03
C -1.455 -7.685 1.518 -0.11
C -2.707 -6.208 0.091 -0.03
C -2.479 -7.472 0.605 -0.10
C -0.643 -6.624 1.900 -0.12
C 4.417 -1.600 1.166 -0.64
C 3.670 4.784 0.006 -0.22
C 4.106 -1.409 3.539 -0.73
C -1.416 3.369 -1.980 -0.25
C 1.411 3.278 3.265 -0.22
C 2.605 -5.674 -0.653 -0.77
C 4.620 2.380 -1.612 -0.23
C -7.255 -0.823 -0.855 -0.04
C -7.559 1.680 -2.026 -0.12
C 4.622 2.254 1.428 -0.19
C -1.325 2.426 2.144 -0.22
C -1.892 -5.138 0.471 -0.26
C 0.679 5.490 -2.366 -0.24
C 3.182 -0.998 0.885 -0.52
C -6.159 -0.214 -1.487 -0.25
C 4.884 -1.811 2.474 -0.74
C -3.402 -2.355 -1.048 -0.87
H 2.344 3.818 3.081 0.01
H 1.773 -6.041 -2.699 0.09
H 0.816 5.696 1.551 0.01
H -1.891 3.581 -2.942 0.02
H 4.159 2.782 -2.518 0.01
H 4.474 1.177 1.545 0.01
H -3.099 -8.303 0.289 0.09
H 3.113 5.207 -0.833 0.00
H -5.483 1.516 -2.562 0.11
H -3.505 -6.017 -0.614 0.10
H 3.204 5.147 0.926 0.01
H -9.319 -0.652 -0.327 0.09
H -1.655 2.335 -1.713 0.01
H 4.628 1.290 -1.699 0.02
H 0.031 5.804 -3.187 0.02
H 0.165 -6.783 2.602 0.09
H -1.946 3.093 2.747 0.02
H 2.047 3.009 -3.949 0.01
H -4.146 -0.376 -2.038 0.03
H 5.693 2.433 1.311 0.03
H -1.163 1.502 2.703 0.02
H -0.377 5.225 0.339 -0.02
H -1.867 4.021 -1.226 0.01
H -0.214 -4.531 1.649 0.11
H 4.295 2.727 2.357 0.02
H 5.655 2.727 -1.570 0.02
H 1.668 2.268 3.585 -0.02
H -0.862 5.401 2.027 0.02
H 1.708 5.750 -2.629 0.01
H 4.694 5.166 -0.032 0.02
H -7.675 2.658 -2.477 0.09
H 0.889 3.775 4.087 0.03
H 0.409 6.071 -1.481 0.00
H 0.839 1.749 -3.698 0.02
H -7.107 -1.795 -0.407 0.09
H 2.810 -2.511 -0.931 0.07
H -1.883 2.175 1.238 0.02
H -1.280 -8.674 1.925 0.09
H 0.402 3.227 -4.563 0.02
H 3.367 -4.232 0.879 0.12
H -9.602 1.578 -1.357 0.08

(2)
79
Properties=species:S:1:pos:R:3:lowdin_charge:R:1 method="wB97M-V/def2-TZVPD" charge=-1 fmax_ev_per_a=2.16 e_lumo_ev=2.713 homo_energy_ev=-3.6
F 4.474 -3.259 1.282 0.02
F 5.318 -0.977 -2.838 0.02
O -1.730 -1.316 -0.527 0.10
O -0.789 -2.980 0.726 -0.06
O -2.155 0.498 1.440 -0.01
O -0.194 1.492 1.917 0.07
O -1.571 1.745 -4.780 -0.03
C 0.592 -0.129 -5.393 -0.54
C -0.942 4.567 -1.489 -0.08
C 4.981 -2.145 -0.764 0.05
C -0.707 1.539 -3.896 -0.32
C -4.309 1.359 1.775 -0.08
C -0.609 2.378 -2.693 -0.08
C 0.237 0.417 -3.987 -0.08
C -1.082 3.843 -2.828 -0.54
C 4.100 -2.356 0.297 -0.23
C 1.424 -0.789 3.210 -0.07
C 1.280 0.945 -6.257 -0.05
C 2.477 -0.732 -0.511 -0.15
C 0.599 0.569 -1.528 -0.22
C -0.133 -0.804 1.214 -0.08
C -0.968 -1.676 0.360 -0.46
C -2.573 3.879 -3.237 -0.06
C 1.518 -1.347 -5.327 -0.08
C 3.405 -0.442 -1.560 0.04
C -0.680 -0.585 -6.136 -0.07
C -0.250 4.593 -3.891 -0.05
C 0.705 -0.089 -2.789 -0.01
C -1.666 -3.931 0.095 -0.22
C -0.814 -1.858 3.496 -0.04
C -2.872 1.540 2.169 -0.20
C 1.238 0.045 -0.323 0.02
C 2.853 -1.759 0.383 0.04
C -3.039 -4.000 0.703 -0.08
C -0.074 1.820 -1.539 0.02
C 0.332 -1.558 2.500 -0.38
C -0.812 0.489 1.570 -0.46
C 4.587 -1.172 -1.685 -0.24
H 3.180 0.325 -2.282 0.12
H -1.720 -3.653 -0.964 0.12
H -0.473 4.215 -4.892 0.07
H -2.989 4.900 -3.199 0.08
H -0.405 -2.376 4.384 0.08
H 0.728 -2.535 2.185 0.12
H -1.163 -4.875 0.238 0.11
H 0.078 4.504 -1.083 0.08
H 1.714 -1.689 -6.357 0.08
H 1.036 -2.166 -4.772 0.09
H -0.492 5.666 -3.877 0.07
H 1.319 0.707 0.571 0.12
H -3.003 -4.414 1.722 0.08
H 5.921 -2.678 -0.890 0.12
H 2.231 -0.523 2.524 0.07
H -2.736 1.345 3.247 0.12
H 2.487 -1.107 -4.868 0.08
H 1.857 -1.430 3.997 0.09
H -3.676 -4.631 0.074 0.08
H -4.448 1.481 0.700 0.08
H -2.488 2.537 1.881 0.13
H -2.680 3.476 -4.254 0.07
H -3.137 3.245 -2.538 0.09
H -4.715 0.403 2.091 0.08
H 0.989 0.112 3.646 0.08
H -1.334 0.276 -6.310 0.07
H -1.637 4.142 -0.750 0.08
H 1.278 -1.026 -2.828 0.11
H -0.120 2.375 -0.594 0.10
H 1.625 0.481 -7.195 0.08
H -0.445 -1.069 -7.099 0.08
H -3.478 -3.007 0.681 0.07
H 2.140 -2.086 1.135 0.09
H 2.156 1.371 -5.756 0.08
H -4.872 2.156 2.250 0.07
H -1.591 -2.513 3.055 0.08
H -1.204 5.629 -1.616 0.08
H -1.295 -0.924 3.845 0.08
H -1.213 -1.306 -5.506 0.09
H 0.829 4.466 -3.718 0.09
H 0.591 1.755 -6.515 0.08

(3)
85
Properties=species:S:1:pos:R:3:lowdin_charge:R:1 method="wB97M-V/def2-TZVPD" s_squared=0.755 charge=+1 fmax_ev_per_a=0.75 e_lumo_ev="-3.524 / -3.526" spin_multiplicity=2 homo_energy_ev="-10.3 / -10.3"
Re -0.393 0.128 0.504 1.65
S 1.783 -6.021 -0.146 0.91
S 1.529 -3.433 -1.648 0.63
Si -1.460 3.188 -0.841 0.45
O 3.013 -0.057 -1.592 0.15
O -0.665 2.141 2.921 0.09
O 0.901 -0.261 -0.883 -0.21
O 0.849 2.628 4.498 0.14
O -1.060 -0.532 2.099 -0.28
N -1.435 1.432 -0.506 -0.18
N -1.877 -0.700 -0.702 -0.01
N 1.414 1.148 1.304 0.05
N 2.500 -5.740 -2.571 -0.07
C 2.932 2.176 2.836 0.04
C 3.766 1.213 0.829 0.05
C -0.358 4.047 0.380 -0.16
C 0.535 -2.580 3.240 -0.34
C 1.654 1.813 2.448 -0.16
C -4.703 -0.522 1.197 -0.04
C -3.670 -0.542 -2.723 -0.02
C 2.465 0.865 0.519 -0.16
C -2.422 -1.840 -1.133 -0.28
C -3.141 -1.427 2.984 -0.11
C 1.148 -2.519 1.844 -0.07
C -3.007 -3.586 4.108 -0.06
C -1.631 -3.598 3.942 -0.03
C -2.196 0.507 -1.221 -0.41
C 4.008 1.874 2.017 0.01
C -3.344 -1.771 -2.170 -0.01
C -0.983 -2.560 3.295 -0.14
C -4.096 -0.307 2.587 -0.35
C 2.171 0.130 -0.767 -0.53
C 0.473 2.200 3.289 -0.48
C -3.236 3.754 -0.695 -0.15
C 1.969 -5.019 -1.575 -1.17
C -2.065 -3.116 -0.446 0.00
C -1.756 -1.500 2.786 -0.21
C -3.588 1.121 2.756 -0.06
C 1.134 -1.521 4.169 -0.04
C 2.584 -7.181 -2.390 -0.23
C -3.730 -2.505 3.648 -0.03
C -0.796 3.410 -2.567 -0.16
C 2.728 -7.387 -0.887 -0.42
C -3.098 0.636 -2.257 0.00
H -4.801 -2.475 3.812 0.12
H -2.963 -3.576 -0.030 0.10
H -2.848 1.395 2.010 0.03
H -3.982 -0.298 0.412 0.05
H -3.835 3.042 -0.124 0.03
H 0.649 3.625 0.383 0.02
H -1.379 2.864 -3.312 0.03
H -0.763 4.006 1.389 0.03
H -0.813 4.466 -2.845 0.04
H -1.612 -3.813 -1.150 0.08
H -5.045 -1.549 1.067 0.09
H -4.393 -0.497 -3.527 0.12
H 3.441 -7.580 -2.931 0.12
H -1.044 -4.422 4.331 0.12
H -4.428 1.812 2.655 0.09
H 1.677 -7.664 -2.764 0.12
H 0.662 -3.191 1.141 0.03
H 2.204 -2.793 1.879 0.10
H 0.820 -3.557 3.640 0.13
H 2.225 -1.550 4.137 0.09
H -0.273 5.096 0.086 0.05
H 1.129 -1.511 1.407 0.02
H -1.358 -2.938 0.361 0.05
H 0.237 3.063 -2.638 0.04
H 2.317 -8.340 -0.563 0.08
H -3.808 -2.680 -2.526 0.12
H 2.577 -5.307 -3.478 0.14
H -3.705 3.886 -1.672 0.03
H 0.816 -1.679 5.199 0.09
H -3.288 4.714 -0.178 0.04
H -4.922 -0.413 3.297 0.13
H -3.353 1.599 -2.672 0.10
H -3.141 1.273 3.737 0.08
H 3.766 -7.313 -0.570 0.08
H 0.048 2.873 4.988 0.15
H -3.506 -4.399 4.617 0.11
H -5.559 0.141 1.057 0.09
H 4.546 0.949 0.128 0.14
H 5.012 2.155 2.304 0.13
H 3.065 2.700 3.771 0.13
H 0.805 -0.530 3.868 0.06

Q: The highest charge belongs to which entry?
A: C31H41N4O5ReS2Si